[1]
Molecular formula: C14H30F6N4O2Ti
Method: DFT, ωB97M-V/def2-TZVPD

The geometry in XYZ format:
```
57
C14H30F6N4O2Ti (ωB97M-V/def2-TZVPD)
Ti -0.82 0.33 0.66
N 0.20 -0.56 2.52
C 1.57 -0.05 2.66
C 2.31 -0.23 1.33
N 1.49 0.14 0.16
C 1.80 1.50 -0.31
C 1.55 2.57 0.74
N 0.18 2.44 1.27
C 1.65 -0.78 -0.99
C 1.84 -2.26 -0.66
N 0.89 -2.74 0.33
H -0.32 -0.45 3.38
H 0.22 -1.54 2.26
H 2.14 -0.57 3.44
H 1.51 1.00 2.95
H 2.57 -1.28 1.26
H 3.25 0.34 1.35
H 1.17 1.69 -1.18
H 2.85 1.56 -0.64
H 1.73 3.55 0.29
H 2.26 2.46 1.56
H -0.49 2.82 0.60
H 0.07 2.97 2.12
H 2.51 -0.48 -1.60
H 0.75 -0.66 -1.60
H 2.86 -2.43 -0.30
H 1.77 -2.77 -1.63
H 0.90 -3.75 0.37
H -0.06 -2.43 0.08
C -2.09 1.13 -2.61
C -2.45 2.09 -1.47
O -2.01 1.68 -0.25
C -3.99 2.24 -1.41
F -4.39 3.03 -0.42
F -4.55 1.03 -1.21
F -4.51 2.73 -2.55
C -1.81 3.46 -1.78
F -2.12 4.40 -0.87
F -2.13 3.95 -2.99
F -0.46 3.35 -1.75
H -2.39 0.12 -2.32
H -1.00 1.13 -2.73
H -2.56 1.41 -3.55
C -2.45 -3.33 0.97
C -2.75 -1.99 0.29
C -3.54 -2.25 -0.99
C -3.57 -1.12 1.25
O -1.53 -1.35 -0.03
H -3.36 -3.85 1.27
H -1.84 -3.18 1.86
H -1.90 -3.98 0.28
H -4.44 -2.85 -0.79
H -2.92 -2.78 -1.71
H -3.86 -1.31 -1.44
H -4.55 -1.57 1.46
H -3.74 -0.14 0.81
H -3.04 -1.00 2.20
```

Results
total charge = 0
orbital gap (spin up / spin down) = 5.792 / 8.938 eV
2S+1 = 3
ΔE to the lowest compared entry with this formula, charge and spin = 0.0 kJ/mol

[2]
Molecular formula: C9H16F3O9SV
Method: DFT, ωB97M-V/def2-TZVPD

The geometry in XYZ format:
```
39
C9H16F3O9SV (ωB97M-V/def2-TZVPD)
V 20.43 -4.38 -5.86
C 21.36 -4.30 -9.94
C 21.28 -4.30 -8.40
O 21.12 -5.40 -7.79
O 21.18 -3.22 -7.79
H 22.27 -4.79 -10.27
H 21.23 -3.28 -10.32
H 20.40 -4.73 -10.26
C 19.84 -7.61 -3.12
C 20.26 -6.47 -4.01
O 20.05 -5.30 -3.66
O 20.67 -6.70 -5.18
H 20.66 -8.32 -2.90
H 18.97 -8.15 -3.49
H 19.63 -7.35 -2.08
C 20.97 -0.66 -3.07
C 21.24 -1.56 -4.33
O 20.24 -2.39 -4.67
H 19.91 -0.44 -2.90
H 21.63 0.21 -3.06
H 21.24 -1.28 -2.20
H 22.18 -2.10 -4.12
H 21.58 -0.78 -5.06
C 17.32 -6.07 -6.23
C 17.60 -4.83 -7.12
O 18.24 -3.79 -6.47
H 16.80 -6.86 -6.79
H 16.58 -5.77 -5.48
H 18.26 -6.49 -5.87
H 16.67 -4.61 -7.68
H 18.33 -5.24 -7.85
C 25.44 -3.82 -4.60
F 26.34 -4.16 -3.65
F 25.00 -2.56 -4.35
F 26.08 -3.83 -5.77
S 23.93 -4.98 -4.51
O 23.59 -5.08 -3.10
O 22.87 -4.34 -5.27
O 24.45 -6.18 -5.15
```

Results
total charge = -3
orbital gap (spin up / spin down) = 3.758 / 4.928 eV
2S+1 = 4

[3]
Molecular formula: C42H66IN3O8
Method: DFT, ωB97M-V/def2-TZVPD

The geometry in XYZ format:
```
120
C42H66IN3O8 (ωB97M-V/def2-TZVPD)
C 2.14 -1.79 -4.97
C 0.77 -1.48 -5.51
O 0.53 -0.09 -5.41
C -0.84 0.28 -5.48
C -1.18 1.25 -4.37
O -1.89 0.57 -3.35
C -1.64 1.01 -2.08
C -0.64 0.47 -1.33
C 0.15 -0.68 -1.91
C -0.21 -2.06 -1.37
C 0.74 -3.13 -1.92
I -2.26 -2.57 -1.78
C -0.37 0.98 -0.02
C 0.80 0.45 0.77
C 2.13 1.20 0.61
C 2.96 0.81 -0.62
C 2.58 1.63 -1.84
O 3.16 1.02 -2.99
C -1.18 1.95 0.53
C -1.01 2.45 1.94
C 0.25 3.30 2.23
C 0.00 4.36 3.28
N 1.10 5.32 3.47
C -2.24 2.48 -0.25
N -3.05 3.46 0.27
C -4.01 3.93 -0.47
C -4.88 4.98 0.13
C -4.46 6.29 0.23
C -5.27 7.24 0.83
C -6.51 6.89 1.33
C -6.94 5.58 1.22
C -6.13 4.63 0.62
C -4.23 3.47 -1.81
C -5.35 4.02 -2.66
C -4.99 4.14 -4.14
O -4.27 5.35 -4.40
N -3.46 2.55 -2.33
C -2.47 2.04 -1.56
H 2.34 -2.86 -5.07
H 2.92 -1.25 -5.51
H 2.23 -1.52 -3.91
H 0.70 -1.82 -6.55
H 0.02 -2.03 -4.93
H -1.03 0.77 -6.45
H -1.49 -0.59 -5.42
H -1.79 2.08 -4.74
H -0.25 1.66 -3.97
H -0.01 -0.71 -2.99
H 1.21 -0.55 -1.75
H -0.17 -2.08 -0.28
H 1.60 -2.66 -2.39
H 0.25 -3.75 -2.67
H 1.07 -3.79 -1.12
H 0.98 -0.59 0.51
H 0.53 0.47 1.82
H 1.99 2.28 0.60
H 2.73 0.97 1.49
H 2.91 -0.26 -0.82
H 4.01 1.02 -0.40
H 1.50 1.71 -1.95
H 2.96 2.65 -1.72
H 2.71 1.35 -3.78
H -1.88 3.05 2.20
H -1.01 1.59 2.61
H 0.63 3.75 1.31
H 1.04 2.64 2.60
H -0.90 4.93 3.06
H -0.13 3.87 4.25
H 1.34 5.71 2.56
H 1.93 4.81 3.76
H -3.49 6.57 -0.16
H -4.93 8.27 0.90
H -7.14 7.63 1.80
H -7.91 5.29 1.61
H -6.48 3.61 0.56
H -5.65 5.00 -2.32
H -6.21 3.34 -2.58
H -4.42 3.28 -4.46
H -5.90 4.20 -4.72
H -3.33 5.17 -4.31
C 3.91 -3.45 2.38
C 4.38 -2.81 1.09
C 5.81 -3.09 0.75
O 3.64 -2.17 0.39
H 2.84 -3.26 2.52
H 4.07 -4.53 2.31
H 4.46 -3.07 3.23
H 5.93 -4.17 0.67
H 6.47 -2.74 1.54
H 6.08 -2.61 -0.19
C 6.62 -7.87 0.43
C 7.13 -7.02 1.57
C 8.10 -7.68 2.52
O 6.78 -5.87 1.71
H 5.94 -7.29 -0.19
H 7.46 -8.22 -0.18
H 6.09 -8.74 0.82
H 8.98 -8.02 1.99
H 7.63 -8.55 2.98
H 8.39 -6.97 3.30
C 1.25 -8.83 2.12
C 2.70 -8.42 2.07
C 3.05 -7.09 2.70
O 3.54 -9.10 1.54
H 1.13 -9.80 1.63
H 0.92 -8.91 3.16
H 0.62 -8.09 1.62
H 2.79 -7.10 3.76
H 2.49 -6.29 2.22
H 4.11 -6.91 2.59
C -6.54 3.04 5.20
C -5.19 3.69 4.98
C -4.52 3.40 3.66
O -4.69 4.40 5.81
H -6.93 3.32 6.17
H -7.24 3.36 4.42
H -6.45 1.95 5.14
H -5.15 3.74 2.84
H -4.34 2.32 3.55
H -3.56 3.92 3.62
```

Results
total charge = 0
orbital gap = 8.391 eV

[4]
Molecular formula: C12H24Cl12
Method: DFT, ωB97M-V/def2-TZVPD

The geometry in XYZ format:
```
48
C12H24Cl12 (ωB97M-V/def2-TZVPD)
Cl 4.61 -1.25 -2.20
C 4.71 -2.63 -3.34
C 5.28 -2.17 -4.66
Cl 5.67 -3.62 -5.64
H 3.70 -3.01 -3.47
H 5.37 -3.37 -2.90
H 6.16 -1.56 -4.54
H 4.51 -1.64 -5.23
Cl -1.57 2.21 -0.54
C -3.03 1.22 -0.36
C -4.30 1.99 -0.63
Cl -4.75 3.03 0.73
H -3.01 0.76 0.63
H -2.95 0.36 -1.03
H -5.10 1.28 -0.83
H -4.17 2.64 -1.49
Cl -0.72 4.11 4.56
C 0.36 3.08 3.60
C 0.79 3.82 2.36
Cl 1.94 2.79 1.43
H -0.21 2.22 3.28
H 1.22 2.75 4.18
H 1.26 4.79 2.49
H -0.07 3.95 1.70
Cl 0.17 -1.29 -1.43
C 1.27 -0.27 -0.47
C 1.56 -0.82 0.90
Cl 0.07 -0.95 1.89
H 0.82 0.71 -0.36
H 2.19 -0.19 -1.04
H 2.19 -0.14 1.46
H 2.00 -1.82 0.88
Cl 0.99 0.21 6.75
C -0.18 -0.22 5.47
C -1.51 0.38 5.79
Cl -2.65 0.00 4.46
H -0.21 -1.31 5.40
H 0.24 0.13 4.53
H -1.47 1.46 5.86
H -1.91 -0.07 6.69
Cl -2.24 -4.08 -3.35
C -1.78 -2.60 -4.19
C -3.01 -1.81 -4.60
Cl -2.64 -0.09 -4.80
H -1.22 -2.88 -5.08
H -1.14 -1.97 -3.56
H -3.75 -1.88 -3.80
H -3.50 -2.25 -5.46
```

Results
total charge = 0
orbital gap = 11.234 eV
ΔE to the lowest compared entry with this formula, charge and spin = 18.1 kJ/mol

[5]
Molecular formula: C4H4O
Method: DFT, ωB97M-V/def2-TZVPD

The geometry in XYZ format:
```
9
C4H4O (ωB97M-V/def2-TZVPD)
O 0.71 -1.60 -0.93
C 0.28 -0.43 -0.39
C 0.64 0.74 0.31
C -0.56 0.07 0.79
C -0.58 0.76 -0.56
H 0.37 -2.27 -0.30
H 1.36 1.46 0.55
H -1.08 -0.17 1.68
H -1.14 1.44 -1.15
```

Results
total charge = 0
orbital gap = 9.329 eV
ΔE to the lowest compared entry with this formula, charge and spin = 471.2 kJ/mol

[6]
Molecular formula: C5H9FS
Method: DFT, ωB97M-V/def2-TZVPD

The geometry in XYZ format:
```
16
C5H9FS (ωB97M-V/def2-TZVPD)
C -1.75 -1.18 -0.36
C -0.62 -0.14 -0.11
C -1.02 1.32 -0.08
C 0.61 -0.62 0.28
F 0.70 -1.92 0.08
C 1.81 0.02 0.86
S 3.22 -0.30 -0.42
H -1.52 -2.30 0.17
H -2.02 -1.26 -1.41
H -2.66 -0.63 0.14
H -1.28 1.59 -1.15
H -1.79 1.66 0.52
H -0.13 1.77 0.01
H 1.48 1.12 0.73
H 2.01 -0.26 2.04
H 2.98 1.12 -1.28
```

Results
total charge = 0
orbital gap = 8.821 eV
ΔE to the lowest compared entry with this formula, charge and spin = 342.3 kJ/mol

[7]
Molecular formula: C7H10O
Method: DFT, ωB97M-V/def2-TZVPD

The geometry in XYZ format:
```
18
C7H10O (ωB97M-V/def2-TZVPD)
C -0.65 1.90 0.78
C 0.04 0.77 0.09
C 1.30 0.28 0.41
C 1.88 -0.77 -0.29
C 1.15 -1.38 -1.30
C -0.06 -0.84 -1.74
C -0.57 0.25 -1.06
H 0.10 2.61 1.14
H -1.35 2.38 0.10
H -1.33 1.68 1.61
H 1.84 0.74 1.23
H 2.77 -1.26 0.09
H 1.64 -2.03 -2.02
H -0.69 -1.36 -2.45
H -1.49 0.72 -1.38
O -1.73 -0.95 1.47
H -1.99 -1.57 2.15
H -0.84 -1.16 1.17
```

Results
total charge = 0
orbital gap = 9.912 eV
ΔE to the lowest compared entry with this formula, charge and spin = 24.2 kJ/mol

[8]
Molecular formula: C5H7N3
Method: DFT, ωB97M-V/def2-TZVPD

The geometry in XYZ format:
```
15
C5H7N3 (ωB97M-V/def2-TZVPD)
C -0.73 0.76 -0.16
C -1.97 0.23 0.07
C -1.79 -1.23 0.06
C -0.31 -1.51 -0.03
C 1.62 0.09 0.50
H 0.13 2.34 -1.04
H -0.13 2.92 0.83
H -2.89 0.84 0.09
H -2.52 -1.94 0.11
H 0.14 -2.59 0.35
H 1.61 1.16 1.28
H 2.30 -1.37 -1.20
N 0.00 2.03 -0.16
N 0.31 -0.21 -0.14
N 2.61 -0.60 -0.13
```

Results
total charge = 0
orbital gap = 8.634 eV
ΔE to the lowest compared entry with this formula, charge and spin = 736.0 kJ/mol

- Among the records above, which one has the lowest total charge?
  C9H16F3O9SV

- Among the records above, which one has the lowest total charge?
  C9H16F3O9SV

- Which value of total charge does entry 4 give?
  0